{"formula": "C19H16N4OSTl", "method": "wB97M-V/def2-TZVPD", "orbital_gap_ev": [6.50, 5.06], "charge": 1, "homo_energy_ev": [-11.65, -11.17], "lumo_energy_ha": [-0.189, -0.224], "elements": ["Tl", "C", "C", "N", "N", "C", "O", "C", "C", "C", "C", "C", "C", "C", "C", "C", "C", "C", "N", "H", "H", "H", "H", "H", "H", "H", "H", "H", "H", "H", "H", "S", "C", "C", "C", "C", "C", "N", "H", "H", "H", "H"], "xyz": [[-12.3299, 2.7935, -14.5201], [-11.0340, 0.9819, -19.1779], [-10.9537, 1.9601, -18.0604], [-10.4301, 1.6573, -16.8225], [-9.9198, 0.4764, -16.6780], [-9.7839, 0.1998, -15.3064], [-10.0794, 0.9268, -14.3559], [-9.3104, -1.1925, -15.1083], [-9.2425, -1.7021, -13.8048], [-8.9239, -3.0226, -13.6266], [-8.7792, -3.8681, -14.7540], [-8.8097, -3.3809, -16.0347], [-8.9959, -2.0217, -16.1951], [-11.3341, 3.3146, -18.2548], [-11.8181, 3.6650, -19.5448], [-12.1609, 4.9927, -19.7755], [-12.1009, 5.8815, -18.7082], [-11.6124, 5.4630, -17.4596], [-11.2801, 4.2262, -17.1786], [-10.5372, 0.0262, -18.9007], [-10.4838, 1.3917, -20.0829], [-12.0968, 0.7865, -19.4590], [-9.5699, -1.0751, -12.9505], [-8.8220, -3.3727, -12.5970], [-8.5741, -4.9080, -14.5932], [-8.5890, -4.0862, -16.8580], [-8.9492, -1.6013, -17.1811], [-11.9303, 2.8840, -20.2713], [-12.4609, 5.3070, -20.7668], [-12.3456, 6.9188, -18.8155], [-11.5816, 6.1465, -16.5926], [-13.7453, 3.1979, -12.3248], [-12.4805, 4.2258, -11.8089], [-12.5013, 4.5298, -10.4172], [-11.6063, 5.4315, -9.8782], [-10.6398, 5.9758, -10.7644], [-10.6451, 5.5806, -12.0763], [-11.5080, 4.6739, -12.6204], [-13.2461, 3.9872, -9.7972], [-11.6046, 5.6942, -8.8139], [-9.9407, 6.7504, -10.4147], [-9.9177, 6.0004, -12.7507]], "atomic_forces_ev_per_a": [[1.100, -0.069, -0.610], [0.506, -0.658, -0.833], [1.668, -1.059, 1.912], [-1.199, -0.031, -1.637], [-0.635, 1.616, -0.335], [0.464, -1.062, 1.417], [-0.213, -0.041, -1.077], [0.186, -0.008, 0.109], [-0.774, 0.627, 0.181], [0.006, -0.645, -0.135], [0.298, 0.213, 1.559], [0.552, -0.358, -0.231], [-0.427, 0.359, -0.295], [-1.096, 1.969, 0.219], [0.419, 0.460, 1.672], [-0.033, 0.050, 0.400], [0.676, -0.135, -0.251], [-0.657, 0.146, 0.517], [0.144, -1.792, -1.733], [-0.510, 0.713, -0.127], [-0.724, -0.502, 1.008], [0.793, 0.079, 0.119], [0.586, -0.368, -0.693], [-0.095, -0.295, -0.481], [0.007, -0.395, 0.106], [-0.300, 0.796, 0.383], [-0.088, 0.143, -0.212], [0.063, 0.163, -0.372], [-0.170, 0.088, 0.118], [-0.193, 0.317, -0.205], [0.000, -0.165, -0.686], [-0.936, -0.550, -0.378], [1.694, 0.776, 1.355], [-0.697, -0.573, 0.236], [0.644, 0.083, -0.758], [-0.652, 0.439, 1.085], [-0.238, -0.667, -0.590], [-0.536, 0.569, 0.639], [0.597, 0.655, -0.385], [-0.087, -0.179, -0.517], [-0.301, -0.587, -0.274], [0.156, -0.120, -0.221]]}